This record from the OMol25 dataset describes a cluster of 2 separate species, C18H16NO2S2 in total. The level of theory is ωB97M-V/def2-TZVPD.

E_tot (hartree): -1697.103777
Orbital gap (eV): 3.918

ORCA input file:
```
! wB97M-V def2-TZVPD RIJCOSX def2/J DEFGRID3
* xyz -1 1
C 2.44 1.29 -4.06
S 2.86 2.64 -3.44
S 2.02 -0.06 -4.71
C 3.04 -4.15 -2.23
C 2.85 -3.52 -0.87
O 2.34 -2.18 -1.07
C 2.11 -1.49 0.07
C 1.44 -0.20 -0.23
N 0.84 0.42 0.73
C -0.40 0.80 0.95
C -0.70 1.78 2.01
C -2.02 2.06 2.43
C -2.27 3.05 3.38
C -1.20 3.74 3.97
C 0.12 3.42 3.61
C 0.37 2.44 2.65
C -1.47 0.26 0.08
C -2.46 1.11 -0.44
C -3.37 0.64 -1.39
C -3.27 -0.68 -1.85
C -2.28 -1.53 -1.35
C -1.39 -1.07 -0.37
O 2.36 -1.89 1.19
H 3.35 -5.20 -2.13
H 2.11 -4.14 -2.82
H 3.82 -3.64 -2.81
H 2.13 -4.10 -0.28
H 3.81 -3.46 -0.33
H 1.44 0.10 -1.29
H -2.85 1.51 1.99
H -3.30 3.29 3.65
H -1.40 4.52 4.71
H 0.95 3.96 4.07
H 1.39 2.17 2.38
H -2.49 2.15 -0.12
H -4.14 1.31 -1.79
H -3.96 -1.05 -2.61
H -2.17 -2.56 -1.73
H -0.64 -1.74 0.04
*
```